Entry 1:
{"formula": "C38H35ClN2PbSi2", "method": "ωB97M-V with the def2-TZVPD basis set", "total_charge": 2, "lumo_energy_ha": [-0.3394, -0.3470], "orbital_gap_ev": [2.49, 2.30], "elements": ["C", "C", "C", "H", "C", "C", "H", "H", "H", "H", "Pb", "Si", "C", "C", "H", "C", "H", "C", "H", "C", "H", "C", "H", "C", "C", "H", "C", "H", "C", "H", "C", "H", "C", "H", "H", "Si", "C", "C", "H", "C", "H", "C", "H", "C", "H", "C", "H", "C", "C", "H", "C", "H", "C", "H", "C", "H", "C", "H", "H", "Cl", "N", "C", "C", "C", "C", "C", "C", "C", "C", "N", "C", "H", "H", "H", "H", "H", "H", "H", "H"], "xyz": [[2.57, 3.01, -2.64], [2.24, 1.66, -2.96], [0.89, 1.64, -3.43], [2.91, 0.80, -2.91], [0.40, 2.98, -3.42], [1.44, 3.83, -2.93], [1.40, 4.91, -2.84], [3.53, 3.36, -2.28], [0.36, 0.76, -3.80], [-0.59, 3.30, -3.76], [-0.24, 2.25, -0.37], [0.18, -1.70, 2.67], [1.14, -2.75, 1.50], [1.28, -4.14, 1.73], [0.90, -4.57, 2.66], [1.88, -4.95, 0.76], [1.97, -6.02, 0.95], [2.31, -4.39, -0.45], [2.76, -5.03, -1.21], [2.18, -3.02, -0.68], [2.49, -2.58, -1.63], [1.65, -2.19, 0.31], [1.60, -1.11, 0.16], [-1.17, 0.12, 0.53], [-0.79, -0.01, -0.89], [-0.02, -0.70, -1.20], [-1.83, 0.41, -1.84], [-1.81, 0.02, -2.86], [-2.47, 1.69, -1.53], [-2.88, 2.30, -2.34], [-2.68, 1.97, -0.16], [-3.27, 2.84, 0.15], [-2.36, 0.92, 0.80], [-2.79, 0.90, 1.80], [-0.70, -0.53, 1.36], [-2.68, -0.45, -0.44], [-4.59, -0.61, -0.51], [-5.17, -1.59, -1.32], [-4.53, -2.26, -1.90], [-6.56, -1.76, -1.38], [-6.98, -2.55, -1.99], [-7.39, -0.90, -0.64], [-8.47, -1.02, -0.69], [-6.82, 0.09, 0.17], [-7.46, 0.76, 0.74], [-5.43, 0.22, 0.25], [-5.02, 0.98, 0.92], [-2.36, -2.35, -0.32], [-1.71, -3.02, -1.35], [-1.46, -2.51, -2.29], [-1.37, -4.37, -1.20], [-0.85, -4.88, -2.01], [-1.68, -5.03, -0.02], [-1.40, -6.08, 0.10], [-2.33, -4.36, 1.02], [-2.55, -4.87, 1.96], [-2.67, -3.01, 0.87], [-3.16, -2.49, 1.69], [-0.55, -2.51, 3.58], [1.42, -0.44, 3.70], [3.44, 0.90, 0.30], [3.96, 1.59, 1.34], [4.54, 0.98, 2.47], [5.15, 1.77, 3.46], [5.18, 3.15, 3.36], [4.55, 3.83, 2.28], [4.52, 5.23, 2.12], [3.84, 5.78, 1.04], [3.19, 4.91, 0.14], [3.22, 3.59, 0.26], [3.90, 3.03, 1.28], [3.06, 1.41, -0.49], [3.54, -0.11, 0.24], [4.51, -0.11, 2.55], [5.61, 1.28, 4.32], [5.67, 3.76, 4.12], [5.04, 5.85, 2.84], [3.79, 6.85, 0.86], [2.63, 5.32, -0.71]]}

***

Entry 2:
{"formula": "C3H4OS", "method": "ωB97M-V with the def2-TZVPD basis set", "lumo_energy_ha": -0.0337, "smiles": "CC(=S)C=O", "orbital_gap_ev": 7.77, "elements": ["C", "C", "C", "O", "S", "H", "H", "H", "H"], "xyz": [[-0.94, 1.24, 0.21], [-0.54, -0.43, -0.29], [0.94, -0.58, 0.01], [-0.38, 2.09, -0.38], [-1.25, -1.94, -1.01], [-1.67, 1.33, 0.99], [1.25, 0.41, -0.12], [1.53, -1.38, -0.51], [1.06, -0.74, 1.11]]}

***

Entry 3:
{"formula": "C19H35BCl30IO", "method": "ωB97M-V with the def2-TZVPD basis set", "total_charge": -1, "lumo_energy_ha": 0.0524, "orbital_gap_ev": 6.71, "elements": ["C", "C", "Cl", "C", "Cl", "B", "I", "C", "C", "O", "H", "H", "H", "H", "H", "H", "H", "C", "Cl", "Cl", "H", "H", "C", "Cl", "Cl", "H", "H", "C", "Cl", "Cl", "H", "H", "C", "Cl", "Cl", "H", "H", "C", "Cl", "Cl", "H", "H", "C", "Cl", "Cl", "H", "H", "C", "Cl", "Cl", "H", "H", "C", "Cl", "Cl", "H", "H", "C", "Cl", "Cl", "H", "H", "C", "Cl", "Cl", "H", "H", "C", "Cl", "Cl", "H", "H", "C", "Cl", "Cl", "H", "H", "C", "Cl", "Cl", "H", "H", "C", "Cl", "Cl", "H", "H"], "xyz": [[1.66, -4.97, -3.27], [1.39, -3.66, -4.15], [2.47, -3.17, -5.55], [0.30, -2.82, -3.82], [-0.03, -1.27, -4.78], [-0.72, -3.15, -2.55], [-1.07, -1.17, -1.55], [-2.19, -3.66, -3.10], [-2.23, -5.17, -3.57], [-2.55, -5.43, -4.76], [2.48, -5.55, -3.77], [0.73, -5.63, -3.18], [1.94, -4.58, -2.23], [-0.24, -3.90, -1.76], [-2.48, -2.97, -3.97], [-2.92, -3.52, -2.24], [-2.03, -6.07, -2.90], [-0.04, 1.94, 0.97], [-1.40, 1.27, 0.08], [-0.47, 2.30, 2.65], [0.78, 1.22, 0.96], [0.28, 2.86, 0.49], [-2.71, 5.02, 5.07], [-1.44, 3.99, 5.75], [-2.25, 5.65, 3.49], [-3.62, 4.44, 4.97], [-2.88, 5.86, 5.75], [-0.50, -0.95, -8.25], [-1.28, 0.63, -8.11], [0.75, -0.94, -9.50], [-0.04, -1.21, -7.29], [-1.25, -1.70, -8.51], [-5.37, 1.20, -0.26], [-5.20, 1.51, 1.47], [-4.49, -0.26, -0.74], [-6.42, 1.07, -0.50], [-4.97, 2.05, -0.82], [4.56, -7.33, -1.31], [3.55, -6.64, -0.03], [3.61, -7.73, -2.74], [5.33, -6.60, -1.58], [5.04, -8.23, -0.93], [-8.42, 2.10, 3.64], [-8.84, 3.57, 4.53], [-8.21, 2.43, 1.92], [-7.49, 1.70, 4.03], [-9.22, 1.37, 3.76], [0.51, 1.13, 7.19], [0.28, 1.05, 8.95], [0.07, -0.39, 6.42], [-0.12, 1.92, 6.79], [1.55, 1.35, 6.99], [6.61, -6.85, -4.92], [6.81, -6.55, -3.19], [7.50, -8.30, -5.42], [5.55, -6.99, -5.13], [6.99, -6.00, -5.47], [0.58, 6.16, 8.35], [0.52, 4.43, 8.67], [-1.04, 6.86, 8.29], [1.15, 6.65, 9.14], [1.07, 6.33, 7.39], [0.95, 9.72, 6.82], [1.14, 10.04, 8.55], [1.84, 8.26, 6.34], [-0.10, 9.58, 6.60], [1.34, 10.57, 6.26], [2.19, -1.47, 11.32], [1.69, -0.61, 12.78], [3.85, -2.07, 11.46], [1.52, -2.31, 11.15], [2.14, -0.78, 10.47], [-3.93, 2.60, -9.84], [-4.33, 4.09, -8.98], [-3.71, 2.90, -11.57], [-3.01, 2.19, -9.43], [-4.74, 1.89, -9.71], [3.71, 0.70, -11.46], [4.96, -0.33, -10.76], [4.19, 1.29, -13.06], [2.79, 0.13, -11.56], [3.55, 1.56, -10.80], [2.82, -0.67, 3.97], [2.46, 0.82, 4.86], [3.00, -0.34, 2.24], [3.75, -1.09, 4.35], [2.01, -1.37, 4.12]]}